Entry 1:
One molecule with the formula C11H10O in a non-equilibrium geometry, computed with ωB97M-V/def2-TZVPD.

```
22
Properties=species:S:1:pos:R:3:forces:R:3
C -1.051991 -3.175667 -1.820851 -0.861 3.541 -3.332
C -0.188997 -0.904298 -1.515692 1.472 3.625 3.790
C 0.943501 0.024338 -1.825062 0.176 -2.344 -1.723
C 1.346339 1.094266 -0.990225 0.201 -2.981 -4.571
C 0.443614 1.273850 0.040112 1.090 2.675 3.241
C 1.043130 2.480956 0.842085 -0.455 -3.467 0.101
C 0.614133 2.619253 2.143404 -1.098 -2.600 1.204
C -0.287633 1.608437 2.844055 -0.848 -0.126 -3.082
C -1.023151 0.733899 1.908461 0.956 -2.474 2.584
C -0.632808 0.324707 0.517713 2.113 3.769 0.779
C -0.957800 -0.791927 -0.318766 1.179 -2.304 -0.383
H -2.111104 -2.570966 -1.773570 1.990 -2.263 -0.818
H -0.940985 -3.492233 -0.806199 0.822 -0.901 0.305
H -0.745038 -3.848377 -2.761725 -1.418 1.073 2.702
H 1.500300 -0.519156 -2.753453 -0.801 2.035 2.266
H 2.364720 1.660105 -1.301058 -2.869 -1.151 1.211
H 2.122693 2.706842 0.415038 -2.771 0.627 1.173
H 0.982698 3.258758 2.890299 1.118 1.253 0.278
H -0.334594 1.579356 4.080674 -0.329 0.157 -3.820
H -1.672123 -0.103708 2.393327 0.889 1.754 -0.677
H -1.276525 -1.950896 -0.042457 0.040 4.021 0.329
O -0.138380 -2.007537 -2.166110 -0.595 -3.919 -1.557
```
Positions in Å, forces in eV/Å.

The value obtained for the LUMO energy is 0.35 eV. Its energy above the lowest of the compared OMol25 structures with the same formula, charge and spin is 147.1 kcal per mole. As for the SMILES: COc1ccc2ccccc2c1.

Entry 2:
C36H37BN13OTeTi as an isolated structure in a non-equilibrium geometry, computed with ωB97M-V/def2-TZVPD.

```
90
Properties=species:S:1:pos:R:3:forces:R:3
Ti 0.254234 0.349810 0.118745 0.854 -2.397 -0.205
C 3.432024 0.339299 3.012839 0.026 0.070 -0.052
C 2.826877 0.834745 1.864816 -0.007 -0.112 0.055
N 1.936634 -0.046157 1.385668 0.382 0.086 0.442
N 1.962067 -1.111493 2.223712 -0.040 -0.252 -0.300
C 2.841563 -0.899055 3.207139 0.022 0.093 0.136
B 0.961277 -2.265249 1.881182 -0.282 0.024 -0.342
N 1.055153 -2.495018 0.331182 -0.091 0.242 0.104
C 1.633166 -3.517131 -0.303645 0.020 -0.212 -0.223
C 1.528549 -3.307532 -1.672007 0.151 -0.142 0.135
C 0.859189 -2.100741 -1.789568 -0.082 0.090 0.206
N 0.574633 -1.603762 -0.574277 0.331 -0.746 -0.291
N -0.464477 -1.703521 2.194923 0.049 -0.272 -0.058
C -1.317800 -2.044067 3.169467 -0.010 0.032 -0.074
C -2.417753 -1.206784 3.106068 -0.030 0.069 -0.016
C -2.148493 -0.359453 2.043337 -0.076 0.138 0.142
N -0.969828 -0.654299 1.486569 0.192 -0.196 0.777
N 1.230354 -3.552218 2.589295 0.149 0.138 0.268
C 2.394940 -4.075081 3.080170 -0.038 0.137 -0.108
C 2.129863 -5.332759 3.534895 -0.118 -0.193 0.023
C 0.754093 -5.520539 3.266587 0.098 0.008 -0.046
N 0.221548 -4.460501 2.690966 0.093 -0.066 0.038
H 4.195340 0.807839 3.610645 -0.033 -0.046 -0.004
H 2.987997 1.780318 1.369277 -0.046 0.002 -0.004
H 2.993267 -1.614594 3.998206 -0.043 -0.006 -0.054
H 2.074144 -4.335879 0.243776 -0.080 0.015 0.002
H 1.888334 -3.944125 -2.462111 -0.047 -0.006 0.033
H 0.548231 -1.584563 -2.684991 -0.017 0.040 0.027
H -1.104496 -2.864055 3.833043 0.026 0.004 -0.072
H -3.290905 -1.221797 3.735520 0.026 -0.013 -0.039
H -2.760512 0.443942 1.665340 0.029 -0.003 -0.034
H 3.324120 -3.530817 3.045433 -0.018 -0.034 -0.007
H 2.814895 -6.025271 3.994648 -0.017 0.037 -0.038
H 0.146436 -6.390345 3.467870 0.008 0.069 -0.017
N 3.159774 1.292066 -2.890263 -0.074 0.089 -0.059
C 3.025977 0.841352 -1.647997 0.198 -0.092 0.077
N 1.757444 0.946002 -1.302301 -0.258 0.183 -0.305
C 1.154163 1.468881 -2.414671 -0.195 0.036 0.086
N 1.978894 1.702289 -3.393110 0.077 0.001 -0.255
C -0.287045 1.758348 -2.369459 0.129 0.284 -0.391
C -0.890636 2.672040 -3.226082 0.149 0.032 -0.081
N -2.147808 3.064735 -3.065244 0.259 0.001 -0.191
C -2.803210 2.544935 -2.040663 -0.050 -0.102 0.020
C -2.213917 1.618295 -1.193712 -0.560 -0.324 0.237
N -0.966603 1.190572 -1.362474 -0.004 1.128 -0.881
H 3.993690 1.361371 -3.455997 0.026 -0.020 0.021
H 3.830375 0.460268 -1.038062 -0.032 -0.013 -0.036
H -0.312674 3.110147 -4.032242 -0.076 -0.017 -0.015
H -3.824453 2.873401 -1.889602 0.023 -0.059 0.076
H -2.772757 1.185758 -0.375758 -0.037 -0.021 0.013
C -2.324976 -3.950143 -1.369515 0.128 -0.132 0.125
Te -2.576472 -1.827320 -1.420623 -0.430 -0.312 -0.327
C -4.602669 -2.260482 -1.963917 -0.188 0.053 0.052
C -4.664397 -3.739197 -2.263098 0.072 0.059 -0.007
C -5.818992 -4.305880 -2.798071 -0.004 0.028 -0.004
C -5.883789 -5.667228 -3.037915 -0.079 0.030 -0.020
C -4.785440 -6.472132 -2.768736 0.079 -0.061 0.015
C -3.629409 -5.913564 -2.251107 -0.039 0.001 0.003
C -3.569485 -4.547890 -1.980630 0.071 0.062 -0.027
H -2.197866 -4.266835 -0.335370 -0.013 0.008 0.039
H -1.426986 -4.232450 -1.916520 -0.004 0.064 -0.057
H -4.907485 -1.653591 -2.814132 0.085 -0.044 -0.079
H -5.256389 -2.006985 -1.130873 0.018 -0.002 0.051
H -6.668761 -3.674355 -3.031498 0.011 -0.022 0.038
H -6.790805 -6.103119 -3.436664 0.032 0.022 -0.024
H -4.830056 -7.535247 -2.967907 0.008 0.030 0.003
H -2.765317 -6.538514 -2.055170 -0.036 0.008 0.027
C -0.233197 7.690178 4.096384 -0.013 -0.001 0.013
C -0.215719 6.277045 3.614801 -0.001 -0.147 -0.094
C -0.253690 5.209925 4.516385 -0.017 0.252 0.006
C -0.222812 3.903890 4.092107 0.059 -0.238 -0.227
C -0.310372 2.799944 5.116825 0.073 0.025 -0.108
C -0.134286 3.639829 2.683805 -0.024 0.925 0.294
C -0.023338 2.310798 2.307290 0.022 -0.575 -0.366
O 0.025026 1.864932 1.118906 -0.637 2.468 1.642
C -0.127888 4.730109 1.747146 -0.033 -0.368 0.006
C -0.087881 4.522188 0.257206 0.030 -0.003 0.103
C -0.167853 6.007266 2.236010 0.003 0.257 0.190
H -0.285220 7.747075 5.180857 -0.003 0.007 -0.009
H -1.089098 8.222385 3.675630 0.029 -0.003 0.002
H 0.666340 8.211627 3.762073 -0.026 -0.002 -0.005
H -0.314500 5.418919 5.577169 -0.003 0.021 -0.018
H -0.422636 3.222227 6.111627 -0.001 0.008 -0.001
H 0.587936 2.178179 5.121635 -0.013 0.019 0.022
H -1.168091 2.151810 4.928789 0.009 0.003 0.034
H 0.043565 1.566754 3.099252 -0.135 -0.154 -0.013
H -1.008069 4.043114 -0.085997 0.024 -0.041 -0.012
H 0.746782 3.885403 -0.036686 0.006 0.022 -0.018
H 0.008166 5.478864 -0.250536 -0.022 0.019 -0.001
H -0.159650 6.838260 1.540486 0.009 0.010 0.031
```
Positions in Å, forces in eV/Å.

The value obtained for the LUMO energy (spin up / spin down) is -6.45 / -6.44 eV. Its energy above the lowest of the compared OMol25 structures with the same formula, charge and spin is 25.7 kcal per mole. The total charge is +2. As for the spin multiplicity: 2.

Entry 3:
One molecule with the formula C2H4N4 in a non-equilibrium geometry, computed with ωB97M-V/def2-TZVPD.

```
10
Properties=species:S:1:pos:R:3:forces:R:3
C 0.737251 0.142936 0.013867 -7.988 1.383 -0.938
C -0.230388 1.208759 0.017948 -0.399 -1.169 -0.476
H 2.183226 -1.003895 0.444521 0.649 2.238 -0.820
H 2.636397 1.015043 0.146022 -2.212 -5.185 -0.348
H -0.172286 2.383026 -0.132204 -0.257 -3.029 0.524
H -2.539914 0.775976 0.434273 4.483 -0.881 -2.156
N 2.000500 -0.064043 -0.037428 7.373 3.231 1.212
N -1.476611 0.455578 -0.072511 -3.279 0.070 3.053
N -1.294904 -0.970631 0.056479 3.977 5.113 -1.685
N 0.035501 -1.032379 -0.101325 -2.348 -1.772 1.634
```
Positions in Å, forces in eV/Å.

The value obtained for the LUMO energy is 0.68 eV. Its energy above the lowest of the compared OMol25 structures with the same formula, charge and spin is 103.0 kcal per mole. As for the SMILES: Nc1c[nH]nn1.